Entry from the OMol25 dataset: C31H37ClIN3O4PS2Ti as an isolated structure (the ωB97M-V functional and the def2-TZVPD basis).

The calculation puts the electronic energy at -4413.95554 hartree. The charge is -1. For the HOMO energy, the calculation gives -3.45 eV. The calculation puts the maximum force at 1.78 eV Å⁻¹.

CARTESIAN COORDINATES (ANGSTROEM)
Ti -0.2567 0.8945 -1.4504
Cl 1.1128 1.8297 0.6782
C 0.1395 1.9378 2.1302
C 0.5284 2.8578 3.0889
C -0.1842 2.9233 4.2737
C -1.2653 2.0772 4.4801
C -1.6477 1.1838 3.4920
C -0.9512 1.0978 2.2877
P -1.4167 -0.0562 0.9266
C -3.2270 -0.1382 1.2456
C -3.9504 1.0565 1.2071
C -5.3155 1.0599 1.4219
C -5.9862 -0.1295 1.6860
C -5.2791 -1.3178 1.7221
C -3.9050 -1.3245 1.4982
C -0.8188 -1.6374 1.6317
C -1.0838 -2.8083 0.9099
C -0.6074 -4.0324 1.3506
C 0.1609 -4.1056 2.5047
C 0.4716 -2.9459 3.1965
C -0.0058 -1.7171 2.7587
H 1.3717 3.5084 2.9016
H 0.1070 3.6349 5.0353
H -1.8124 2.1118 5.4133
H -2.4930 0.5268 3.6550
H -3.4359 1.9841 0.9940
H -5.8611 1.9938 1.3776
H -7.0556 -0.1259 1.8568
H -5.7889 -2.2501 1.9298
H -3.3730 -2.2641 1.5390
H -1.6463 -2.7657 -0.0178
H -0.8252 -4.9266 0.7815
H 0.5366 -5.0616 2.8474
H 1.0997 -2.9889 4.0779
H 0.2625 -0.8227 3.3044
C 3.0316 -3.3248 0.2394
C 3.5654 -1.8975 0.2158
C 4.5024 -1.6688 1.4000
C 4.3091 -1.6357 -1.0970
N 2.4447 -0.9531 0.4259
N 1.3798 -1.0350 -0.5195
H 3.8629 -4.0307 0.2948
H 2.4604 -3.5495 -0.6652
H 2.3896 -3.4662 1.1109
H 5.3380 -2.3694 1.3700
H 3.9557 -1.8041 2.3358
H 4.9055 -0.6508 1.3854
H 5.1671 -2.3049 -1.1889
H 4.6706 -0.6016 -1.1307
H 3.6665 -1.8126 -1.9636
H 2.8163 -0.0104 0.3850
H 0.7871 -1.8094 -0.2498
H 1.7152 -1.2524 -1.4639
N -2.6411 -2.1038 -2.2468
C -1.5307 -1.4098 -2.7604
O -0.7754 -0.8060 -1.8079
C -1.1258 -1.4711 -4.0226
I 1.4744 -3.2629 -3.5189
H -3.0449 -1.6283 -1.4531
H -3.3294 -2.3162 -2.9487
H -0.4161 -0.7576 -4.4048
H -1.7150 -2.0225 -4.7430
C 1.5780 1.2580 -2.4202
C 1.7166 2.7378 -2.6057
C 1.1112 3.3691 -3.6973
C 1.2661 4.7259 -3.9223
C 2.0334 5.4990 -3.0595
C 2.6395 4.8921 -1.9700
C 2.4902 3.5294 -1.7560
H 2.4312 0.8472 -1.8806
H 1.4774 0.7548 -3.3846
H 0.5082 2.7768 -4.3735
H 0.7972 5.1805 -4.7861
H 2.1608 6.5591 -3.2391
H 3.2460 5.4772 -1.2889
H 3.0062 3.0692 -0.9205
O -1.2727 1.5474 -2.9773
S -2.5388 1.9714 -2.1802
O -3.1012 0.7619 -1.6055
O -3.4221 2.7827 -2.9587
S -1.5895 2.9560 -0.6879

---

Entry from the OMol25 dataset: one molecule with the formula C4H5NO (the ωB97M-V functional and the def2-TZVPD basis).

The calculation puts the electronic energy at -285.34382 hartree. For the HOMO energy, the calculation gives -9.65 eV. Its SMILES is Cc1cnoc1. The calculation puts the maximum force at 0.57 eV Å⁻¹.

CARTESIAN COORDINATES (ANGSTROEM)
C -1.4944 0.0578 0.1106
C -0.0044 -0.1061 0.2195
C 0.9302 -1.0913 0.3500
O 2.1038 -0.6832 -0.1698
N 1.9971 0.6169 -0.5961
C 0.7704 0.9521 -0.3189
H -1.8444 -0.5914 -0.7006
H -2.1272 -0.0819 0.9922
H -1.6314 1.0816 -0.2732
H 1.0065 -2.0525 0.8450
H 0.4064 1.9670 -0.4146

---

Entry from the OMol25 dataset: a 2-piece molecular cluster, CNO3 overall (the ωB97M-V functional and the def2-TZVPD basis).

The calculation puts the electronic energy at -318.53205 hartree. The charge is -1. For the HOMO energy (spin up / spin down), the calculation gives -0.05 / -0.14 eV. The calculation puts the maximum force at 2.67 eV Å⁻¹.

CARTESIAN COORDINATES (ANGSTROEM)
C -0.6226 1.0439 -0.8595
N 0.7489 -0.9974 1.5356
O -0.1917 0.3746 -1.7403
O -1.1403 1.6394 0.0028
O 1.2057 -2.0604 1.0614